89
Properties=species:S:1:pos:R:3:forces:R:3 method="wB97M-V/def2-TZVPD" e_tot_ev=-65462.3545 de_lowest_kcal_mol=0.00 homo_energy_ev=-9.097 orbital_gap_ha=0.33549
C -31.87773 -23.52487 12.04021 -0.669 0.007 0.393
C -32.80316 -23.56514 13.23324 -0.630 0.051 0.509
C -34.26299 -23.12493 13.01342 0.897 1.178 -0.293
O -35.03286 -24.27229 13.27924 -2.118 2.038 -1.823
C -34.31467 -25.23044 13.75784 -0.893 -3.065 3.416
O -34.83321 -26.17145 14.37507 2.182 2.041 -2.168
O -33.02419 -24.90680 13.64933 1.499 -1.193 0.710
H -32.42680 -24.02488 11.24233 0.492 0.151 -0.407
H -30.93264 -24.02354 12.25521 -0.156 -0.187 -0.033
H -31.64807 -22.47760 11.84379 -0.105 -0.013 -0.436
H -32.39084 -22.95226 14.03478 0.203 -0.422 0.392
H -34.30525 -22.70167 12.00984 -0.832 -0.493 -0.271
H -34.58295 -22.34127 13.70016 0.078 -0.052 0.074
C -23.49625 -24.51799 11.22051 -0.731 -0.178 -0.872
C -24.12320 -24.74534 9.81415 2.487 1.608 1.015
C -24.51768 -26.11812 9.42907 1.582 -1.140 0.143
O -25.77705 -25.97429 8.87198 -1.749 -0.170 -0.663
C -26.23303 -24.72668 9.07862 -3.199 1.679 -0.644
O -27.37116 -24.31186 8.79010 3.585 -1.595 0.844
O -25.27858 -23.98425 9.64346 -1.883 0.627 0.267
H -24.27719 -24.64490 11.97026 0.026 0.128 0.094
H -23.09131 -23.50644 11.25065 -0.114 -0.072 0.206
H -22.69433 -25.22450 11.43470 0.014 -0.052 -0.222
H -23.45572 -24.29574 9.07900 0.471 -0.385 -0.064
H -24.52181 -26.81789 10.26477 -0.239 -0.050 0.065
H -23.80120 -26.46561 8.68475 -0.249 -0.403 -0.068
C -27.21585 -26.25584 13.47973 -0.352 0.232 -0.150
C -27.84104 -24.89845 13.13072 -0.428 -1.881 1.193
C -28.63639 -24.30501 14.31850 -0.133 0.552 -0.181
O -27.84190 -23.18440 14.70447 0.486 0.042 0.614
C -26.78608 -23.04722 13.92109 1.238 3.004 -1.236
O -26.02393 -22.08003 14.01060 -1.317 -2.937 -0.256
O -26.80324 -23.96330 12.89796 0.400 1.078 0.754
H -26.69572 -26.61718 12.59261 0.269 -0.107 0.154
H -27.97362 -26.98943 13.75493 -0.149 0.152 -0.133
H -26.55467 -26.16656 14.34169 0.235 0.061 -0.167
H -28.46527 -25.06322 12.25249 0.104 0.568 -0.144
H -28.73494 -24.90361 15.22408 -0.176 -0.527 -0.473
H -29.58619 -23.85907 14.02334 -0.178 -0.449 -0.002
C -30.40724 -25.10403 9.20514 0.629 -0.065 -0.252
C -30.47679 -26.56092 9.61837 0.010 0.269 -1.997
C -29.30002 -27.22565 10.25364 1.839 -0.681 -0.549
O -29.65029 -27.31302 11.63540 1.649 -0.057 -0.424
C -30.97091 -27.23287 11.67604 -1.574 0.370 2.826
O -31.63696 -27.46142 12.64404 0.411 -0.288 -0.386
O -31.44840 -26.71458 10.57373 -2.412 0.033 0.394
H -29.67400 -24.99023 8.40670 -0.231 0.001 -0.194
H -30.05056 -24.42411 9.97882 -0.088 -0.223 0.302
H -31.40011 -24.78593 8.88713 0.095 0.015 -0.099
H -30.83338 -27.17469 8.79119 0.304 0.227 -0.488
H -28.35409 -26.74523 10.00363 0.008 0.683 0.837
H -29.08379 -28.23654 9.90803 -0.626 -0.257 -0.143
C -25.08640 -21.94878 17.58965 -0.086 1.288 0.678
C -25.38494 -21.11161 18.87842 -0.321 -1.853 -0.766
C -24.83102 -21.73824 20.15748 0.188 0.244 0.208
O -23.89073 -20.75582 20.56407 0.712 -1.243 1.743
C -23.94446 -19.66131 19.82897 1.746 1.381 0.769
O -23.29598 -18.67341 20.04796 -0.651 -0.685 -0.290
O -24.74349 -19.86053 18.81798 -1.420 0.706 -1.905
H -25.20043 -23.01933 17.75999 -0.255 0.086 -0.018
H -24.06308 -21.75010 17.27113 0.087 -0.089 0.098
H -25.73582 -21.57097 16.79996 0.034 -0.407 -0.126
H -26.46221 -20.97950 18.97907 -0.004 0.278 -0.109
H -24.34640 -22.70172 19.99956 0.256 0.140 -0.118
H -25.53749 -21.87141 20.97679 -0.255 0.113 -0.184
C -28.35190 -20.38825 16.00094 -0.174 1.518 -0.249
N -28.41170 -18.91433 16.24609 -0.354 0.165 0.807
C -28.68829 -17.97127 15.14459 0.984 -1.206 0.143
C -28.03573 -18.43912 17.45994 -0.011 3.876 0.000
O -27.90192 -17.18925 17.77060 -0.532 -4.991 -1.020
H -27.39778 -20.67137 15.55643 -0.032 -0.026 -0.024
H -29.14880 -20.63926 15.30090 -0.005 -0.133 0.084
H -28.50947 -20.91606 16.94151 0.006 0.013 -0.081
H -29.62005 -18.21489 14.63412 -0.072 0.013 0.167
H -28.66271 -16.93836 15.49179 -0.007 -0.312 0.139
H -27.85467 -18.17796 14.47343 -0.128 0.580 -0.590
H -27.90183 -19.31217 18.11724 0.292 0.570 0.602
C -25.80761 -28.38468 17.99205 -0.123 1.394 -0.415
N -26.58847 -27.40278 17.23295 -0.970 -0.227 -0.494
C -26.11173 -25.99492 17.15921 0.435 -1.828 0.153
C -27.76216 -27.85722 16.70351 0.834 1.521 0.024
O -28.63257 -27.11810 16.28485 -0.082 -0.567 -0.169
H -25.90743 -29.36536 17.52686 0.144 0.034 0.192
H -26.18967 -28.37480 19.01285 0.408 -0.356 0.179
H -24.78422 -28.01294 17.94122 0.187 -0.522 0.312
H -26.05411 -25.58243 18.16650 -0.045 0.283 -0.122
H -25.11449 -26.18689 16.76328 0.374 0.843 0.130
H -26.63348 -25.34318 16.45841 -0.392 -0.408 0.295
H -27.71973 -28.95636 16.65552 -0.730 -0.046 -0.009